This record from the OMol25 dataset describes the molecule C19H24N4O3. The level of theory is wB97M-V/def2-TZVPD.

XYZ file:
```
50
C19H24N4O3 (wB97M-V/def2-TZVPD)
C 4.35283 0.12174 2.21057
C 3.05410 -0.25644 1.65774
C 1.98551 -0.57106 1.21067
C 0.68030 -0.89269 0.63077
C 0.38407 -0.02603 -0.60790
N 0.48408 1.38712 -0.24769
C -0.38499 2.41626 -0.27638
O -1.56067 2.37092 -0.63773
C 0.20127 3.68716 0.18232
N 1.49315 3.81460 0.59966
C 1.66331 5.06748 0.92397
N 0.51355 5.78873 0.73386
C 0.25140 7.12355 0.94431
C -0.98105 7.59999 0.67451
C -1.99880 6.72848 0.17653
C -1.74387 5.41183 -0.03201
C -0.44800 4.90898 0.25215
C -0.89178 -0.56423 -1.27098
O -0.77944 -1.19355 -2.31034
N -2.04333 -0.47644 -0.58058
C -3.31244 -0.91750 -1.14681
C -3.78542 0.08683 -2.19642
O -4.09073 1.34883 -1.63354
C -4.30455 -1.11578 -0.00571
C -5.67141 -1.61906 -0.45065
C -6.57880 -1.92762 0.73410
H 5.12660 0.06710 1.44520
H 4.32203 1.14053 2.59636
H 4.63036 -0.54608 3.02581
H 0.65255 -1.94480 0.33862
H -0.09839 -0.74124 1.38198
H 1.15821 -0.21999 -1.35033
H 1.39858 1.64409 0.10516
H 2.56943 5.51747 1.29424
H 1.06741 7.72241 1.32055
H -1.18810 8.64730 0.83863
H -2.98173 7.12509 -0.03685
H -2.49213 4.73140 -0.40826
H -2.08851 0.20278 0.16181
H -3.13297 -1.87078 -1.65092
H -3.01809 0.17149 -2.97212
H -4.69382 -0.28159 -2.67467
H -3.26425 1.73293 -1.30379
H -3.86967 -1.82624 0.70484
H -4.42978 -0.16792 0.52818
H -6.15044 -0.87038 -1.08514
H -5.54848 -2.51745 -1.06417
H -7.55622 -2.28208 0.40508
H -6.14226 -2.69727 1.37398
H -6.73593 -1.03692 1.34564
```

Properties
LUMO: 0.3 eV
Highest occupied orbital energy: -8.253 eV
Energy relative to the best compared isomer or geometry (same formula, charge and spin): 289.8 kJ/mol
SMILES string: CC#CC[C@H](NC(=O)c1ncn2ccccc12)C(=O)N[C@H](CO)CCC
E_tot: -32195.21106 eV
Total charge: 0

The net atomic charges from Mulliken, expressed in e, are: number 1, C, carries -1.14; number 2, C, carries 0.26; number 3, C, carries -0.46; number 4, C, carries -0.19; number 5, C, carries -0.15; number 6, N, carries 0.03; number 7, C, carries -0.52; number 8, O, carries -0.84; number 9, C, carries 1.07; number 10, N, carries -0.61; number 11, C, carries -0.49; number 12, N, carries 0.03; number 13, C, carries -0.33; number 14, C, carries -0.51; number 15, C, carries -0.52; number 16, C, carries -0.45; number 17, C, carries 0.68; number 18, C, carries 0.20; number 19, O, carries -0.66; number 20, N, carries 0.05; number 21, C, carries -0.28; number 22, C, carries -0.94; number 23, O, carries -0.58; number 24, C, carries -0.61; number 25, C, carries -0.32; number 26, C, carries -1.37; number 27, H, carries 0.31; number 28, H, carries 0.30; number 29, H, carries 0.30; number 30, H, carries 0.41; number 31, H, carries 0.29; number 32, H, carries 0.17; number 33, H, carries 0.35; number 34, H, carries 0.40; number 35, H, carries 0.35; number 36, H, carries 0.37; number 37, H, carries 0.44; number 38, H, carries 0.45; number 39, H, carries 0.43; number 40, H, carries 0.28; number 41, H, carries 0.39; number 42, H, carries 0.53; number 43, H, carries 0.50; number 44, H, carries 0.42; number 45, H, carries 0.31; number 46, H, carries 0.29; number 47, H, carries 0.31; number 48, H, carries 0.39; number 49, H, carries 0.33; number 50, H, carries 0.33

=====

This record from the OMol25 dataset describes the molecule C2H2N2O4. The level of theory is wB97M-V/def2-TZVPD.

XYZ file:
```
10
C2H2N2O4 (wB97M-V/def2-TZVPD)
C 0.08224 0.34693 1.31660
C -0.04495 -0.31322 -1.37646
H -1.90983 0.40881 1.15214
H 1.98440 -0.07832 1.01058
N -1.03684 0.50961 0.55690
N 1.06780 -0.35171 0.67076
O 0.06971 0.76355 2.46494
O -1.10012 -0.41308 -0.52511
O -0.12503 -0.61706 -2.51462
O 1.09107 0.06183 -0.72486
```

Properties
LUMO: 0.5 eV
Highest occupied orbital energy: -10.718 eV
Energy relative to the best compared isomer or geometry (same formula, charge and spin): 146.7 kJ/mol
SMILES string: O=C1NOC(=O)ON1
E_tot: -13273.65542 eV
Total charge: 0

The net atomic charges from Mulliken, expressed in e, are: number 1, C, carries 0.51; number 2, C, carries 0.70; number 3, H, carries 0.33; number 4, H, carries 0.33; number 5, N, carries -0.21; number 6, N, carries -0.21; number 7, O, carries -0.58; number 8, O, carries -0.22; number 9, O, carries -0.43; number 10, O, carries -0.22

=====

This record from the OMol25 dataset describes a structure of composition C23H44B2F4N5O4Si4TeTi. The level of theory is wB97M-V/def2-TZVPD.

XYZ file:
```
88
C23H44B2F4N5O4Si4TeTi (wB97M-V/def2-TZVPD)
Ti 0.20087 -0.38841 -1.87609
C -0.84497 -4.09592 -3.47024
C -0.84921 -2.71446 -2.88686
N 0.36414 -2.05207 -2.73896
O 1.48948 -2.57579 -3.36029
B 2.74293 -1.93301 -2.95017
F 2.93061 -2.01746 -1.56761
F 3.75535 -2.47868 -3.69822
O 2.87520 -0.36792 -3.25031
N 2.01630 0.39683 -2.57383
C 2.28507 1.59832 -2.22448
C 3.59981 2.24236 -2.48847
C 1.13194 2.35185 -1.62759
N 0.13987 1.62400 -1.28465
O -1.06815 2.15461 -1.02278
B -2.24257 1.21816 -0.52574
F -1.89034 0.84531 0.76953
F -3.31492 2.08050 -0.53958
O -2.68050 0.01634 -1.32191
N -1.76732 -0.67574 -2.12873
C -1.98990 -2.05998 -2.51711
C -3.39191 -2.54851 -2.66682
C 1.10105 3.84329 -1.59707
H 0.13520 -4.54420 -3.32396
H -1.04236 -4.06401 -4.54361
H -1.60080 -4.71801 -2.99472
H 4.32336 1.47173 -2.74585
H 3.93654 2.78706 -1.60688
H 3.52647 2.94515 -3.32160
H -4.01510 -2.13670 -1.87148
H -3.43534 -3.63425 -2.60321
H -3.82197 -2.24508 -3.62749
H 2.08933 4.25604 -1.40546
H 0.40779 4.17561 -0.82700
H 0.74413 4.22709 -2.55699
N -1.19004 0.10886 -3.09742
C -1.84692 0.59553 -4.20603
C -3.23817 0.59271 -4.33363
C -3.82532 1.11001 -5.47664
C -3.05308 1.64807 -6.49762
C -1.66934 1.66430 -6.36134
C -1.06829 1.14253 -5.23136
H -3.84554 0.22010 -3.52029
H -4.90513 1.10573 -5.56309
H -3.51975 2.05410 -7.38529
H -1.05259 2.07793 -7.14962
H 0.01101 1.12968 -5.12657
C 0.89118 -3.58753 3.88295
Si 1.73328 -1.90403 3.80635
C 2.12124 -1.42471 5.59350
C 3.38505 -2.07346 2.92141
Si 0.35991 -0.41942 2.62763
Te 0.15980 -1.74728 0.52545
Si -1.67907 -0.18626 3.76852
C -1.45760 -0.66365 5.58375
C -2.38310 1.55548 3.78536
C -2.91164 -1.37240 3.00186
Si 1.51177 1.60310 2.45927
C 2.30411 2.08050 4.10616
C 2.91259 1.45346 1.20693
C 0.36953 3.02470 2.01290
H 1.54822 -4.33436 4.33748
H 0.62390 -3.92889 2.88167
H -0.02313 -3.53589 4.47850
H 2.84655 -2.13495 6.00125
H 1.23517 -1.44770 6.22607
H 2.55579 -0.42816 5.66642
H 3.95876 -2.90446 3.34136
H 3.98051 -1.16522 3.04246
H 3.24640 -2.24949 1.85394
H -0.68683 -0.05707 6.06420
H -1.17006 -1.71110 5.68639
H -2.39318 -0.51499 6.13012
H -1.76111 2.22094 4.38967
H -3.38112 1.54192 4.23272
H -2.46128 1.96121 2.78163
H -2.59014 -2.40807 3.12914
H -2.98644 -1.17761 1.93078
H -3.90175 -1.25766 3.45218
H 3.06552 1.35906 4.40209
H 1.56203 2.13482 4.90583
H 2.78268 3.06023 4.02477
H 3.76205 0.93140 1.65111
H 3.25668 2.44023 0.88292
H 2.60570 0.86803 0.33503
H -0.34619 3.18227 2.82101
H -0.21441 2.82856 1.11471
H 0.93167 3.95487 1.87964
```

Properties
LUMO: 1.6 eV
Highest occupied orbital energy: -4.450 eV
Energy relative to the best compared isomer or geometry (same formula, charge and spin): 183.6 kJ/mol
E_tot: -114358.93863 eV
Total charge: -1

The net atomic charges from Mulliken, expressed in e, are: number 1, Ti, carries -1.40; number 2, C, carries -1.96; number 3, C, carries 0.21; number 4, N, carries 1.20; number 5, O, carries -0.60; number 6, B, carries 0.63; number 7, F, carries -0.28; number 8, F, carries -0.38; number 9, O, carries -0.67; number 10, N, carries 1.83; number 11, C, carries 0.26; number 12, C, carries -1.93; number 13, C, carries 0.28; number 14, N, carries 1.27; number 15, O, carries -0.52; number 16, B, carries 0.08; number 17, F, carries 0.07; number 18, F, carries -0.29; number 19, O, carries -0.51; number 20, N, carries 1.45; number 21, C, carries 0.18; number 22, C, carries -1.79; number 23, C, carries -1.75; number 24, H, carries 0.46; number 25, H, carries 0.23; number 26, H, carries 0.47; number 27, H, carries 0.46; number 28, H, carries 0.37; number 29, H, carries 0.34; number 30, H, carries 0.31; number 31, H, carries 0.52; number 32, H, carries 0.24; number 33, H, carries 0.46; number 34, H, carries 0.32; number 35, H, carries 0.32; number 36, N, carries -0.20; number 37, C, carries 0.04; number 38, C, carries -0.16; number 39, C, carries -0.96; number 40, C, carries -0.50; number 41, C, carries -0.76; number 42, C, carries -0.43; number 43, H, carries 0.61; number 44, H, carries 0.36; number 45, H, carries 0.38; number 46, H, carries 0.38; number 47, H, carries 0.33; number 48, C, carries -1.04; number 49, Si, carries 0.79; number 50, C, carries -1.07; number 51, C, carries -0.95; number 52, Si, carries 0.12; number 53, Te, carries -0.49; number 54, Si, carries 0.97; number 55, C, carries -1.21; number 56, C, carries -1.21; number 57, C, carries -0.94; number 58, Si, carries 0.29; number 59, C, carries -1.20; number 60, C, carries -0.50; number 61, C, carries -0.73; number 62, H, carries 0.40; number 63, H, carries 0.27; number 64, H, carries 0.24; number 65, H, carries 0.37; number 66, H, carries 0.31; number 67, H, carries 0.26; number 68, H, carries 0.39; number 69, H, carries 0.24; number 70, H, carries 0.19; number 71, H, carries 0.28; number 72, H, carries 0.28; number 73, H, carries 0.39; number 74, H, carries 0.28; number 75, H, carries 0.41; number 76, H, carries 0.22; number 77, H, carries 0.27; number 78, H, carries 0.07; number 79, H, carries 0.35; number 80, H, carries 0.22; number 81, H, carries 0.31; number 82, H, carries 0.38; number 83, H, carries 0.43; number 84, H, carries 0.26; number 85, H, carries -0.32; number 86, H, carries 0.34; number 87, H, carries -0.08; number 88, H, carries 0.47

=====

This record from the OMol25 dataset describes the molecule C4H2N2S. The level of theory is wB97M-V/def2-TZVPD.

XYZ file:
```
9
C4H2N2S (wB97M-V/def2-TZVPD)
C 1.37601 1.62862 -0.21699
C -0.58210 -1.02199 -0.13977
C 2.08136 0.52880 0.17611
C -1.67953 -0.57051 0.31948
N 0.88061 2.65705 -0.49236
N 0.38384 -1.55999 -0.59716
S 2.02004 -1.03423 -0.08914
H -2.18041 0.29523 -0.20794
H -2.29983 -0.92299 1.24777
```

Properties
LUMO: -1.8 eV
Highest occupied orbital energy: -9.025 eV
Energy relative to the best compared isomer or geometry (same formula, charge and spin): 376.5 kJ/mol
E_tot: -17990.93315 eV
Total charge: 0

The net atomic charges from Mulliken, expressed in e, are: number 1, C, carries 0.50; number 2, C, carries 0.64; number 3, C, carries -0.22; number 4, C, carries -0.82; number 5, N, carries -0.34; number 6, N, carries -0.36; number 7, S, carries 0.13; number 8, H, carries 0.23; number 9, H, carries 0.24